# 1
One molecule with the formula C2H3NO3S. Source: the OMol25 dataset; level of theory: ωB97M-V/def2-TZVPD.

As for the SMILES: O=S1(=O)C=NCO1. As for the electronic energy: -756.58620 a.u. As for the HOMO-LUMO gap: 10.5 eV. The net charge is 0. For the energy above the lowest of the compared OMol25 structures with the same formula, charge and spin, the calculation gives 236.1 kJ/mol.

Last column: Mulliken charge in e.
Element x y z (Å)
1 C 0.704 0.985 0.194  -0.022
2 C 0.319 -1.224 0.680  -0.028
3 N 1.115 -0.074 0.757  -0.365
4 O -0.568 1.111 -2.201  -0.560
5 O -1.906 1.039 -0.138  -0.559
6 O -0.585 -1.014 -0.692  -0.375
7 S -0.690 0.626 -0.821  1.024
8 H 1.385 1.931 0.133  0.341
9 H 0.633 -2.238 0.548  0.296
10 H -0.407 -1.141 1.539  0.249


# 2
C18H18N9OS4W as an isolated structure. Source: the OMol25 dataset; level of theory: ωB97M-V/def2-TZVPD.

As for the electronic energy: -2923.97343 a.u. As for the HOMO-LUMO gap (alpha / beta): 6.2 / 5.9 eV. As for the spin multiplicity: 2. The net charge is +2. For the energy above the lowest of the compared OMol25 structures with the same formula, charge and spin, the calculation gives 21.5 kJ/mol. Its expectation value of S² is 0.80.

Last column: Mulliken charge in e.
Element x y z (Å)
1 W -0.223 -0.664 -1.752  1.073
2 C -2.400 3.105 2.543  -1.070
3 C -2.313 1.674 3.051  -0.615
4 N -2.488 0.693 1.957  0.130
5 C -3.848 0.146 1.804  -0.931
6 C -4.066 -1.079 2.681  -0.998
7 C -1.458 0.346 1.222  0.411
8 S -1.749 -0.984 0.054  -0.332
9 N -0.276 0.904 1.493  -0.221
10 C 0.784 0.877 0.744  0.212
11 O 0.750 0.413 -0.491  -0.354
12 C 2.048 1.422 1.207  0.738
13 C 3.155 1.443 0.347  -0.384
14 C 4.361 1.949 0.792  -0.835
15 C 4.470 2.435 2.090  -0.396
16 C 3.374 2.419 2.946  -0.748
17 C 2.164 1.918 2.509  -0.277
18 H -2.334 3.791 3.385  0.394
19 H -3.350 3.285 2.038  0.323
20 H -1.581 3.323 1.858  0.286
21 H -3.106 1.473 3.769  0.448
22 H -1.356 1.482 3.528  0.350
23 H -4.027 -0.088 0.758  0.515
24 H -4.529 0.948 2.083  0.416
25 H -3.407 -1.896 2.382  0.302
26 H -5.095 -1.419 2.581  0.402
27 H -3.883 -0.852 3.731  0.348
28 H 3.062 1.069 -0.663  0.360
29 H 5.216 1.973 0.131  0.436
30 H 5.415 2.833 2.435  0.425
31 H 3.468 2.800 3.953  0.442
32 H 1.304 1.901 3.163  0.438
33 S -1.689 -2.394 -2.443  -0.149
34 C -1.794 -2.436 -4.160  0.658
35 C -2.730 -3.339 -4.745  -0.286
36 N -3.489 -4.066 -5.208  -0.271
37 C -0.995 -1.615 -4.900  0.705
38 S 0.060 -0.529 -4.090  -0.301
39 C -1.017 -1.565 -6.325  -0.242
40 N -1.017 -1.529 -7.473  -0.269
41 N 4.682 -2.061 -2.154  -0.616
42 N 3.415 -2.358 -1.740  0.953
43 N 3.111 -3.481 -1.116  -0.788
44 C 1.837 -3.305 -0.818  -0.276
45 N 1.412 -2.115 -1.265  -0.073
46 N 2.447 -1.511 -1.833  -0.139
47 H 5.272 -2.876 -2.016  0.341
48 H 4.687 -1.771 -3.127  0.286
49 H 1.230 -4.026 -0.297  0.483
50 S -2.151 2.288 -2.459  -0.094
51 C -1.354 1.049 -2.160  0.791


# 3
One molecule with the formula C22H22FN5O3. Source: the OMol25 dataset; level of theory: ωB97M-V/def2-TZVPD.

As for the SMILES: CCc1nn(CC(=O)N2CCN(c3ccc(F)cc3)CC2)c(=O)c2cc3occc3n12. As for the electronic energy: -1450.90294 a.u. As for the HOMO-LUMO gap: 8.2 eV. The net charge is 0. For the energy above the lowest of the compared OMol25 structures with the same formula, charge and spin, the calculation gives 217.2 kJ/mol.

Last column: Mulliken charge in e.
Element x y z (Å)
1 C 2.670 -1.978 -0.373  -1.417
2 H 3.102 -1.881 0.617  0.366
3 H 2.635 -0.990 -0.823  0.152
4 H 3.303 -2.620 -0.980  0.440
5 C 1.266 -2.558 -0.285  -0.042
6 C 0.378 -1.744 0.598  0.548
7 N 0.865 -0.846 1.360  -0.818
8 N 0.070 -0.088 2.142  0.494
9 C -1.310 -0.143 2.152  0.595
10 O -1.969 0.653 2.804  -0.728
11 C -1.850 -1.196 1.323  0.292
12 C -3.159 -1.605 1.138  -1.548
13 C -3.078 -2.686 0.251  0.149
14 C -1.735 -2.909 -0.088  1.273
15 N -0.977 -1.993 0.573  0.143
16 C -1.727 -4.005 -0.983  -0.689
17 C -3.040 -4.347 -1.115  -0.681
18 O -3.873 -3.569 -0.380  -0.504
19 H -3.500 -5.118 -1.700  0.478
20 H -0.898 -4.474 -1.469  0.490
21 H -4.021 -1.169 1.598  0.508
22 C 0.782 0.783 3.061  -1.325
23 H 1.348 0.165 3.765  0.417
24 H 0.040 1.375 3.599  0.425
25 C 1.805 1.641 2.317  1.014
26 O 2.993 1.405 2.400  -0.689
27 N 1.328 2.660 1.570  0.167
28 C -0.052 3.072 1.413  0.187
29 H -0.253 3.942 2.052  0.290
30 C -0.272 3.451 -0.067  -1.330
31 N 0.529 2.620 -0.929  0.106
32 C 0.052 1.458 -1.490  0.989
33 C 0.823 0.767 -2.438  -0.269
34 C 0.353 -0.373 -3.056  -0.971
35 C -0.916 -0.830 -2.756  0.491
36 C -1.714 -0.167 -1.844  -1.036
37 C -1.225 0.955 -1.205  -0.316
38 H -1.859 1.430 -0.474  0.140
39 H -2.705 -0.533 -1.628  0.584
40 F -1.382 -1.950 -3.364  -0.445
41 H 0.956 -0.897 -3.781  0.461
42 H 1.795 1.139 -2.719  0.570
43 C 1.953 2.847 -0.758  -0.695
44 H 2.486 1.907 -0.903  0.436
45 C 2.234 3.343 0.672  -1.155
46 H 2.088 4.423 0.764  0.365
47 H 3.254 3.095 0.964  0.437
48 H 2.318 3.580 -1.490  0.289
49 H -1.325 3.376 -0.332  0.496
50 H 0.033 4.489 -0.239  0.403
51 H -0.733 2.276 1.703  -0.168
52 H 0.811 -2.603 -1.277  0.201
53 H 1.302 -3.579 0.108  0.426


# 4
An isolated ion of composition CH3ClNO3S and charge -1. Source: the OMol25 dataset; level of theory: ωB97M-V/def2-TZVPD.

As for the SMILES: CN1OS1(=O)([O-])Cl. As for the electronic energy: -1178.71244 a.u. As for the HOMO-LUMO gap: 9.1 eV. The net charge is -1. For the energy above the lowest of the compared OMol25 structures with the same formula, charge and spin, the calculation gives 168.0 kJ/mol.

Last column: Mulliken charge in e.
Element x y z (Å)
1 C -0.793 -0.037 1.154  -0.653
2 N 0.576 0.040 0.671  0.011
3 O -0.398 0.660 -1.662  -0.567
4 O 0.880 1.389 0.195  -0.472
5 O 2.031 -0.025 -1.614  -0.606
6 S 0.757 0.132 -0.957  1.019
7 Cl 0.115 -1.970 -1.370  -0.502
8 H -0.670 -0.220 2.250  0.275
9 H -1.318 0.893 0.881  0.275
10 H -1.182 -0.862 0.452  0.221


# 5
C22H22ClF4N4O4Sr as an isolated structure. Source: the OMol25 dataset; level of theory: ωB97M-V/def2-TZVPD.

As for the electronic energy: -2261.80445 a.u. As for the HOMO-LUMO gap: 7.0 eV. The net charge is -1. For the energy above the lowest of the compared OMol25 structures with the same formula, charge and spin, the calculation gives 0.0 kJ/mol.

Last column: Mulliken charge in e.
Element x y z (Å)
1 Sr 0.658 -0.841 0.205  1.699
2 C -0.361 2.053 1.117  -1.366
3 N -0.390 1.048 2.173  0.839
4 C 0.349 1.535 3.332  -1.507
5 C -1.774 0.679 2.532  -1.101
6 C -2.177 -0.684 1.970  -0.965
7 N -1.828 -0.743 0.569  0.308
8 C -2.741 -0.810 -0.404  -0.357
9 C -2.345 -0.366 -1.695  0.385
10 F -1.102 0.186 -1.798  -0.362
11 C -3.140 -0.408 -2.806  0.187
12 F -2.660 0.066 -3.972  -0.344
13 C -4.435 -0.899 -2.752  -0.643
14 C -4.864 -1.331 -1.512  0.200
15 F -6.110 -1.840 -1.393  -0.344
16 C -4.072 -1.293 -0.383  0.431
17 F -4.593 -1.807 0.763  -0.380
18 H -0.797 3.012 1.444  0.379
19 H -0.927 1.701 0.254  0.465
20 H 0.676 2.248 0.824  0.322
21 H 0.402 0.758 4.093  0.402
22 H -0.122 2.433 3.765  0.367
23 H 1.371 1.776 3.042  0.356
24 H -2.467 1.447 2.163  0.331
25 H -1.862 0.664 3.622  0.501
26 H -3.235 -0.846 2.189  0.445
27 H -1.620 -1.448 2.531  0.246
28 H -5.067 -0.948 -3.625  0.472
29 C 3.349 0.552 -2.102  -1.803
30 N 2.240 -0.373 -1.878  0.356
31 C 1.865 -1.066 -2.901  -0.395
32 C 0.883 -2.093 -2.868  0.198
33 C 0.336 -2.775 -3.963  -0.813
34 C -0.637 -3.626 -3.440  -0.581
35 C -0.614 -3.424 -2.053  -0.734
36 N 0.293 -2.504 -1.696  -0.260
37 C 4.683 -0.130 -1.894  0.744
38 C 5.501 -0.440 -2.975  -0.505
39 C 6.697 -1.121 -2.787  -0.529
40 C 7.082 -1.507 -1.511  -0.369
41 C 6.269 -1.202 -0.427  -0.683
42 C 5.082 -0.513 -0.617  -0.057
43 H 3.255 1.385 -1.401  0.447
44 H 3.312 0.971 -3.116  0.490
45 H 2.316 -0.870 -3.882  0.277
46 H 0.612 -2.641 -4.999  0.427
47 H -1.280 -4.303 -3.980  0.419
48 H -1.233 -3.905 -1.308  0.464
49 H 5.197 -0.150 -3.975  0.327
50 H 7.322 -1.358 -3.639  0.357
51 H 8.008 -2.048 -1.363  0.362
52 H 6.549 -1.508 0.574  0.434
53 H 4.452 -0.286 0.233  0.354
54 O 2.658 -0.702 3.995  -0.680
55 Cl 2.804 -1.116 2.639  1.958
56 O 4.063 -1.749 2.419  -0.650
57 O 2.677 0.039 1.745  -0.689
58 O 1.720 -2.030 2.276  -0.832


# 6
A 3-piece molecular cluster, C3H8S2 overall. Source: the OMol25 dataset; level of theory: ωB97M-V/def2-TZVPD.

As for the electronic energy: -915.23644 a.u. As for the HOMO-LUMO gap: 4.7 eV. The net charge is 0. For the energy above the lowest of the compared OMol25 structures with the same formula, charge and spin, the calculation gives 631.5 kJ/mol.

Last column: Mulliken charge in e.
Element x y z (Å)
1 C 1.305 0.982 1.946  -0.318
2 C 2.301 0.447 1.019  -0.803
3 C -4.378 -0.764 -1.544  -0.336
4 S -5.543 -1.917 -1.368  -0.160
5 S 2.791 -0.231 -1.658  -0.439
6 H 1.488 1.757 2.682  0.266
7 H 0.266 0.698 1.800  0.235
8 H 2.767 1.330 0.532  0.347
9 H 3.079 -0.238 1.311  0.451
10 H 1.698 0.083 0.173  0.175
11 H -4.304 0.098 -0.883  0.244
12 H -3.603 -0.885 -2.299  0.252
13 H 2.135 -1.360 -1.712  0.086


# 7
A 2-piece molecular cluster, C9H8N2O2 overall. Source: the OMol25 dataset; level of theory: ωB97M-V/def2-TZVPD.

As for the electronic energy: -607.39257 a.u. As for the HOMO-LUMO gap: 9.0 eV. The net charge is 0. For the energy above the lowest of the compared OMol25 structures with the same formula, charge and spin, the calculation gives 1043.2 kJ/mol.

Last column: Mulliken charge in e.
Element x y z (Å)
1 C 1.459 2.332 1.951  -0.365
2 C 0.557 1.905 0.742  -0.408
3 C -0.233 1.363 -0.063  0.453
4 C -1.369 0.734 -0.585  0.354
5 C -3.022 0.496 -1.913  -0.256
6 C -2.451 -0.709 -1.804  -0.289
7 C -0.326 -1.451 -0.468  0.323
8 C 0.611 -2.283 -0.131  -0.127
9 C 1.816 -2.897 0.475  -0.489
10 H 2.542 1.244 0.965  0.282
11 H 2.054 3.236 1.771  0.230
12 H 1.090 2.358 2.919  0.298
13 H -3.888 0.449 -2.681  0.276
14 H -2.911 -1.593 -2.118  0.402
15 H 2.953 -3.424 -0.245  0.254
16 H 1.636 -3.496 1.297  0.268
17 H 1.662 -0.823 1.569  0.311
18 N -2.269 1.464 -1.263  -0.625
19 N -1.422 -0.599 -0.881  0.113
20 O 2.483 1.213 1.882  -0.498
21 O 2.324 -1.332 0.906  -0.508


# 8
C30H75F4K3N2O28P5S4 as an isolated structure. Source: the OMol25 dataset; level of theory: ωB97M-V/def2-TZVPD.

As for the electronic energy: -8902.99226 a.u. As for the HOMO-LUMO gap: 5.1 eV. The net charge is +1.

Last column: Mulliken charge in e.
Element x y z (Å)
1 K 9.383 20.548 13.383  1.000
2 K 14.854 22.206 17.432  0.998
3 K 18.427 17.911 22.211  0.999
4 N 7.182 22.778 20.526  -0.251
5 S 6.017 22.677 19.264  1.104
6 O 4.778 22.118 19.727  -0.548
7 O 6.356 22.586 17.842  -0.562
8 F 5.597 24.226 19.279  -0.285
9 S 7.802 21.537 19.962  1.077
10 O 8.741 21.624 18.849  -0.627
11 O 7.094 20.265 20.134  -0.572
12 F 8.816 21.380 21.216  -0.335
13 N 14.887 16.600 17.609  -0.294
14 S 14.329 15.129 18.289  1.046
15 O 15.109 14.563 19.368  -0.590
16 O 13.293 14.292 17.645  -0.492
17 F 13.295 15.976 19.143  -0.265
18 S 14.871 16.070 16.197  1.097
19 O 13.737 16.359 15.379  -0.578
20 O 15.742 14.922 15.882  -0.573
21 F 15.916 17.167 15.605  -0.348
22 C 21.187 6.179 6.963  -1.074
23 C 20.323 6.720 8.095  -0.244
24 O 19.854 8.010 7.734  -0.278
25 P 18.295 8.229 8.135  0.960
26 O 17.811 9.591 8.052  -0.727
27 O 17.561 7.121 7.167  -0.332
28 C 16.916 7.546 5.973  -0.366
29 C 17.894 8.212 4.976  -0.992
30 O 18.196 7.728 9.688  -0.350
31 C 18.719 8.617 10.703  -0.235
32 C 18.390 8.065 12.109  -1.229
33 H 20.676 6.313 6.010  0.202
34 H 22.012 6.887 6.882  0.305
35 H 21.529 5.150 7.079  0.353
36 H 19.629 5.949 8.431  0.384
37 H 20.848 6.862 9.040  0.310
38 H 16.245 6.782 5.580  0.379
39 H 16.232 8.342 6.268  0.329
40 H 18.259 9.165 5.360  0.319
41 H 18.720 7.591 4.628  0.221
42 H 17.275 8.548 4.144  0.393
43 H 19.808 8.667 10.687  0.246
44 H 18.537 9.674 10.506  0.405
45 H 17.375 8.343 12.393  0.312
46 H 18.565 7.048 12.461  0.333
47 H 19.018 8.654 12.776  0.374
48 C 16.212 7.395 25.316  -1.138
49 C 15.152 8.204 26.117  -0.241
50 O 15.112 7.506 27.395  -0.176
51 P 13.766 7.555 28.278  0.731
52 O 13.115 8.906 28.232  -0.720
53 O 14.090 6.958 29.716  -0.180
54 C 15.136 7.439 30.600  -0.279
55 C 16.319 6.544 30.818  -1.103
56 O 13.019 6.323 27.576  -0.347
57 C 13.297 4.926 27.865  -0.283
58 C 12.678 4.242 29.109  -1.031
59 H 17.205 7.553 25.738  0.293
60 H 16.101 6.315 25.221  0.286
61 H 16.374 7.792 24.314  0.390
62 H 15.540 9.204 26.306  0.237
63 H 14.168 8.324 25.664  0.352
64 H 15.479 8.401 30.218  0.342
65 H 14.559 7.640 31.503  0.331
66 H 17.078 6.949 31.488  0.375
67 H 16.050 5.585 31.261  0.306
68 H 16.765 6.242 29.871  0.270
69 H 12.900 4.501 26.943  0.469
70 H 14.294 4.496 27.765  0.253
71 H 12.475 3.195 28.883  0.370
72 H 13.359 4.426 29.939  0.197
73 H 11.762 4.703 29.478  0.293
74 C 3.675 5.699 26.628  -1.244
75 C 3.441 6.752 25.443  0.027
76 O 2.762 7.894 26.034  -0.262
77 P 2.430 9.241 25.168  0.719
78 O 2.375 10.411 26.012  -0.689
79 O 1.172 8.798 24.249  -0.296
80 C -0.065 9.456 24.356  -0.413
81 C -0.963 9.147 25.661  -0.946
82 O 3.666 9.297 24.092  -0.277
83 C 4.860 10.061 24.436  -0.192
84 C 5.726 9.997 23.205  -1.230
85 H 2.808 5.211 27.075  0.328
86 H 4.352 4.935 26.249  0.364
87 H 4.067 6.241 27.489  0.324
88 H 4.446 7.018 25.114  0.159
89 H 2.830 6.350 24.635  0.314
90 H 0.105 10.522 24.206  0.363
91 H -0.696 9.208 23.502  0.366
92 H -0.376 8.739 26.484  0.292
93 H -1.333 10.121 25.981  0.298
94 H -1.576 8.255 25.530  0.346
95 H 4.658 11.049 24.848  0.383
96 H 5.369 9.498 25.219  0.263
97 H 6.646 10.566 23.336  0.408
98 H 5.970 8.989 22.867  0.283
99 H 5.279 10.570 22.392  0.312
100 C 4.091 14.691 7.796  -1.183
101 C 5.465 14.638 8.645  -0.304
102 O 6.541 15.014 7.868  -0.321
103 P 7.968 14.940 8.474  0.944
104 O 8.042 15.720 9.726  -0.696
105 O 8.332 13.330 8.345  -0.269
106 C 8.787 12.691 9.561  -0.223
107 C 10.273 12.815 9.629  -0.978
108 O 8.916 15.555 7.289  -0.382
109 C 10.335 15.777 7.458  0.005
110 C 11.069 15.073 6.366  -1.126
111 H 4.150 13.882 7.068  0.323
112 H 3.368 14.170 8.424  0.387
113 H 3.777 15.650 7.383  0.308
114 H 5.439 15.163 9.599  0.376
115 H 5.742 13.654 9.025  0.276
116 H 8.200 12.934 10.447  0.339
117 H 8.597 11.623 9.450  0.351
118 H 10.634 12.504 8.649  0.222
119 H 10.679 13.805 9.839  0.185
120 H 10.695 12.178 10.406  0.407
121 H 10.536 16.842 7.340  0.309
122 H 10.716 15.402 8.408  0.121
123 H 10.608 15.278 5.400  0.304
124 H 12.111 15.387 6.426  0.384
125 H 11.144 13.995 6.509  0.239
126 C 11.493 19.952 35.016  -1.019
127 C 12.971 19.979 34.473  -0.250
128 O 13.035 19.347 33.155  -0.311
129 P 13.367 17.825 32.914  0.905
130 O 14.626 17.454 33.596  -0.742
131 O 11.937 17.062 33.137  -0.252
132 C 11.863 15.567 33.291  -0.317
133 C 12.067 15.297 34.865  -0.963
134 O 13.693 17.896 31.252  -0.432
135 C 12.721 18.356 30.358  -0.084
136 C 12.076 17.122 29.738  -1.106
137 H 10.772 20.610 34.531  0.330
138 H 10.935 19.024 34.892  0.242
139 H 11.450 20.344 36.032  0.370
140 H 13.253 21.007 34.247  0.229
141 H 13.668 19.323 34.994  0.353
142 H 10.933 15.097 32.973  0.357
143 H 12.722 15.237 32.706  0.328
144 H 12.826 14.586 35.190  0.328
145 H 12.448 16.188 35.365  0.221
146 H 11.240 14.863 35.426  0.341
147 H 12.114 19.097 30.878  0.285
148 H 13.347 18.760 29.563  0.253
149 H 11.115 17.015 30.240  0.272
150 H 11.711 17.379 28.743  0.377
151 H 12.550 16.141 29.748  0.287


Summary of maximum force in Eh/bohr
0.08553, 0.00759, 0.03250, 0.04603, 0.00261, 0.04773, 0.13028, 0.19600
(order as listed above)